No. 1
The following is a quantum chemistry calculation of a molecular structure, C22H36AsN3PS9Tc, from the Open Molecules 2025 dataset.

```
73
Properties=species:S:1:pos:R:3:lowdin_charge:R:1
Tc -0.928 1.379 0.056 0.423
S 2.216 -2.881 5.871 0.422
C 1.388 -1.800 4.921 -1.546
S -0.040 -0.972 5.395 0.859
C -0.310 0.026 3.960 -1.187
C 0.634 -0.155 3.001 -1.095
S 0.865 0.531 1.401 0.476
S 1.915 -1.303 3.369 0.840
S -1.710 1.020 4.045 0.435
S -3.830 -0.012 -3.025 -0.232
As -3.798 1.425 -1.517 0.034
S -2.919 0.498 0.475 0.007
S -0.229 -0.083 -1.855 0.284
S -1.813 2.656 -1.658 -0.112
C -0.508 -2.846 -4.004 -0.087
C 0.793 -2.629 -3.225 -0.664
C 1.633 -1.581 -3.970 -0.117
C 1.619 -3.920 -3.176 -0.078
P 0.426 -1.967 -1.510 0.774
C 2.054 -2.013 -0.695 -0.349
C 2.512 -3.109 0.033 -0.099
C 3.785 -3.106 0.583 -0.082
C 4.620 -2.016 0.399 -0.080
C 4.175 -0.923 -0.331 -0.073
C 2.898 -0.919 -0.867 -0.153
C -0.834 -3.001 -0.586 -0.635
C -0.741 -2.651 0.905 -0.091
C -0.688 -4.517 -0.773 -0.082
C -2.234 -2.610 -1.078 -0.146
H -0.255 -3.029 -5.052 0.088
H -1.160 -1.972 -3.957 0.063
H -1.060 -3.713 -3.644 0.066
H 1.892 -1.996 -4.948 0.087
H 2.562 -1.357 -3.446 0.070
H 1.081 -0.656 -4.122 0.050
H 1.811 -4.235 -4.205 0.088
H 1.111 -4.736 -2.672 0.061
H 2.583 -3.759 -2.691 0.079
H 1.879 -3.965 0.204 0.089
H 4.112 -3.951 1.176 0.109
H 5.607 -2.009 0.843 0.104
H 4.811 -0.057 -0.458 0.106
H 2.532 -0.046 -1.392 0.076
H 0.210 -2.932 1.354 0.061
H -1.536 -3.193 1.424 0.101
H -0.899 -1.588 1.078 0.016
H 0.286 -4.918 -0.499 0.062
H -0.916 -4.824 -1.793 0.066
H -1.427 -4.988 -0.120 0.091
H -2.427 -1.546 -0.979 -0.060
H -2.958 -3.143 -0.456 0.098
H -2.413 -2.886 -2.115 0.058
C -1.633 6.124 2.845 -0.058
N -2.068 4.891 2.222 -0.151
C -3.175 4.221 2.884 -0.054
C -1.241 4.173 1.403 -0.450
N -1.209 2.880 1.447 -0.093
N -0.444 4.900 0.562 -0.177
C -0.974 6.010 -0.205 -0.071
C 0.792 4.336 0.058 -0.086
H -1.492 5.973 3.920 0.092
H -2.375 6.915 2.704 0.086
H -0.689 6.448 2.416 0.083
H -3.976 4.947 3.040 0.087
H -2.880 3.800 3.849 0.068
H -3.545 3.412 2.256 0.086
H -1.500 2.458 2.345 -0.076
H -1.939 6.313 0.192 0.085
H -1.109 5.711 -1.248 0.071
H -0.289 6.862 -0.165 0.086
H 1.136 3.547 0.726 0.058
H 1.551 5.123 0.028 0.087
H 0.679 3.929 -0.952 0.050
```

## Properties
Maximum force   0.3 eV/A
Total charge   -1
LUMO (spin up / spin down)   1.927 / 1.822 eV
Multiplicity   4
HOMO (spin up / spin down)   -3.80 / -3.81 eV
Relative energy (zero: lowest compared OMol25 entry of this formula, charge and spin)   0.0 kJ/mol

No. 2
The following is a quantum chemistry calculation of 3 unconnected molecules or ions with the total composition C22H36BrF14NO11PS3, from the Open Molecules 2025 dataset.

```
89
Properties=species:S:1:pos:R:3:lowdin_charge:R:1
C 2.997 2.195 1.962 -0.067
C 2.727 0.721 2.393 -0.190
C 1.387 0.561 3.129 -0.132
O 0.292 1.289 2.520 -0.156
C -0.344 0.688 1.474 -0.447
S -1.145 -0.966 1.762 0.815
O -1.543 -0.931 3.132 -0.225
O -2.321 -1.102 0.960 -0.232
C 0.025 -2.417 1.575 -0.475
F 1.280 -2.018 1.401 0.142
F 0.023 -3.028 2.724 0.188
C -0.304 -3.421 0.406 -0.386
F 0.873 -3.934 0.047 0.173
F -0.745 -2.806 -0.670 0.188
C -1.192 -4.653 0.766 -0.379
F -0.581 -5.489 1.576 0.196
F -1.344 -5.320 -0.380 0.188
C -2.633 -4.359 1.263 -0.609
F -3.185 -5.542 1.494 0.201
F -2.674 -3.693 2.390 0.213
F -3.347 -3.812 0.326 0.227
C 0.343 0.591 0.095 -0.006
C -0.576 1.211 -1.118 -0.420
O -1.108 0.044 -1.677 0.028
C 0.489 1.944 -1.936 -0.593
Br -0.295 2.985 -3.408 0.848
C 1.482 0.924 -2.589 -0.259
C 2.936 1.270 -2.186 -0.073
C -1.531 2.099 -0.249 -0.074
C -2.895 2.530 -0.847 -0.441
F -2.929 2.106 -2.116 0.120
F -3.024 3.829 -0.921 0.193
C -4.152 1.918 -0.180 -0.606
F -5.194 2.404 -0.824 0.212
F -4.193 0.619 -0.356 0.208
F -4.300 2.251 1.080 0.204
N -1.445 1.702 1.178 -0.035
P -1.287 3.201 2.247 0.848
O -2.312 4.157 1.874 -0.328
H 2.345 2.928 2.442 0.068
H 4.034 2.431 2.212 0.084
H 2.954 2.268 0.872 0.050
H 2.794 0.099 1.498 0.093
H 3.509 0.425 3.095 0.123
H 1.149 -0.479 3.366 0.120
H 1.548 1.040 4.098 0.145
H 1.303 1.110 0.101 0.095
H 0.537 -0.406 -0.300 0.119
H -1.998 -0.127 -1.333 0.105
H 1.021 2.675 -1.327 0.099
H 1.412 1.019 -3.669 0.081
H 1.253 -0.101 -2.293 0.108
H 3.087 1.125 -1.113 0.050
H 3.133 2.301 -2.498 0.088
H 3.626 0.632 -2.743 0.085
H -0.970 3.051 -0.256 0.159
H -2.274 1.265 1.629 0.150
H -1.516 2.832 3.591 0.079
H -0.028 3.799 2.020 0.071
O 3.776 -8.365 4.059 -0.275
S 3.902 -8.981 2.774 0.576
O 4.845 -8.498 1.814 -0.273
O 2.458 -9.040 2.091 -0.259
C 1.717 -7.817 1.990 -0.260
C 2.222 -6.937 0.863 -0.065
C 4.125 -10.717 2.974 -0.119
H 1.732 -7.286 2.945 0.115
H 0.683 -8.099 1.796 0.120
H 3.224 -6.563 1.073 0.076
H 1.565 -6.083 0.726 0.039
H 2.274 -7.497 -0.071 0.093
H 3.378 -11.089 3.669 0.076
H 5.126 -10.874 3.372 0.079
H 4.030 -11.196 2.003 0.077
O -0.631 6.293 -3.059 -0.337
S -1.019 7.636 -3.380 0.566
O -1.613 8.484 -2.396 -0.267
O -1.949 7.606 -4.673 -0.259
C -3.106 6.750 -4.658 -0.251
C -4.245 7.343 -3.851 -0.070
C 0.345 8.479 -4.111 -0.118
H -2.836 5.757 -4.293 0.107
H -3.413 6.639 -5.697 0.124
H -3.997 7.383 -2.790 0.070
H -5.146 6.740 -3.969 0.082
H -4.455 8.362 -4.174 0.088
H 0.771 7.851 -4.889 0.076
H 1.077 8.660 -3.326 0.077
H -0.007 9.423 -4.519 0.079
```

## Properties
Maximum force   4.0 eV/A
Total charge   +1
LUMO   -3.587 eV
Multiplicity   1
HOMO   -12.31 eV
Relative energy (zero: lowest compared OMol25 entry of this formula, charge and spin)   140.4 kJ/mol

No. 3
The following is a quantum chemistry calculation of a molecular structure, C22H36EuO2P2, from the Open Molecules 2025 dataset.

```
63
Properties=species:S:1:pos:R:3:lowdin_charge:R:1
P 0.265 -1.433 -2.370 0.903
P 0.575 1.717 -1.335 0.912
C 0.608 -0.018 -3.543 -0.412
C 1.450 1.059 -2.881 -0.422
H -0.344 0.398 -3.904 0.057
H 1.107 -0.488 -4.402 0.079
H 2.433 0.674 -2.590 0.043
H 1.591 1.864 -3.607 0.065
C -0.233 3.083 -2.354 -0.265
H -0.485 3.900 -1.673 0.033
H -1.137 2.812 -2.897 0.034
H 0.494 3.464 -3.083 0.047
C 1.474 3.052 -0.414 -0.364
H 0.892 3.993 -0.450 0.049
H 2.461 3.230 -0.873 0.039
H 1.488 2.830 0.667 -0.023
C -0.608 -2.383 -3.712 -0.238
H -0.919 -3.395 -3.398 0.047
H 0.079 -2.468 -4.568 0.038
H -1.489 -1.804 -4.039 0.033
C 1.868 -2.285 -2.223 -0.261
H 2.664 -1.542 -2.044 0.025
H 2.050 -2.818 -3.169 0.040
H 1.842 -3.014 -1.401 0.033
Eu 2.832 0.842 0.584 1.461
C -1.945 0.784 -1.294 -0.239
C -2.391 0.190 -2.416 -0.169
C -3.563 -0.771 -2.478 -0.164
C -3.572 -1.834 -1.324 -0.218
C -2.374 -2.659 -1.194 -0.177
C -1.137 -2.253 -0.670 -0.274
C -0.954 -1.044 0.308 -0.232
C -1.869 0.190 0.098 -0.214
C 2.333 -1.279 1.446 -0.368
H -1.965 1.898 -1.253 0.086
H -2.150 0.611 -3.418 0.091
H -3.492 -1.206 -3.495 0.095
H -4.511 -0.198 -2.397 0.117
H -3.759 -1.371 -0.342 0.094
H -4.391 -2.558 -1.464 0.109
H -2.486 -3.704 -1.533 0.096
H -0.392 -3.043 -0.396 0.108
H 0.088 -0.697 0.327 0.012
H -1.068 -1.435 1.352 0.125
H -2.906 -0.020 0.451 0.104
H -1.521 0.981 0.779 0.095
H 2.868 -1.803 2.264 -0.043
H 2.115 -1.987 0.616 -0.073
H 1.366 -1.069 1.941 -0.055
O 1.068 1.520 2.090 -0.218
C 1.883 1.531 3.106 -0.571
O 3.144 1.583 2.856 -0.181
C 1.405 1.292 4.518 -0.142
C 2.367 0.817 5.387 -0.033
C 1.978 0.297 6.619 -0.075
C 0.641 0.365 7.023 -0.091
C -0.343 0.893 6.182 -0.077
C 0.051 1.349 4.912 -0.014
H 3.433 0.786 5.096 0.126
H 2.761 -0.117 7.242 0.099
H 0.346 -0.055 7.986 0.101
H -1.365 0.972 6.558 0.102
H -0.657 1.775 4.193 0.115
```

## Properties
Maximum force   3.6 eV/A
LUMO (spin up / spin down)   -0.276 / -0.270 eV
Multiplicity   8
HOMO (spin up / spin down)   -6.54 / -6.55 eV
Relative energy (zero: lowest compared OMol25 entry of this formula, charge and spin)   195.6 kJ/mol